Record 1
A molecular structure, C34H92BaN8O12V. Source: OMol25; level of theory: ωB97M-V/def2-TZVPD.

```
! wB97M-V def2-TZVPD RIJCOSX def2/J DEFGRID3
* xyz 1 1
O -6.0913 -5.4056 25.2012
V -4.7426 -6.1824 24.7871
O -3.8062 -5.0141 24.1947
Ba -8.4019 -6.1412 21.4419
O -7.0587 -7.8898 19.8055
C -5.9646 -8.4004 20.5542
C -5.3241 -7.5834 21.7443
O -6.0074 -7.0027 22.8423
H -5.1567 -8.6229 19.8572
H -6.2767 -9.3972 20.8657
H -4.8720 -6.7639 21.1856
H -4.4622 -8.0680 22.2031
C -10.6175 -3.0429 18.5568
C -10.2226 -3.9002 19.6836
C -11.4141 -4.4102 20.5243
O -10.9809 -5.1841 21.6336
C -12.0240 -5.6221 22.5881
N -9.5575 -5.0279 19.0948
H -11.3116 -3.5607 17.8949
H -9.7001 -2.8270 18.0091
H -11.0048 -2.1058 18.9566
H -9.6352 -3.3907 20.4474
H -12.1310 -4.9126 19.8749
H -11.8657 -3.5143 20.9502
H -12.3371 -4.6390 22.9398
H -11.6006 -6.1874 23.4182
H -12.8269 -6.1518 22.0755
H -10.2124 -5.7452 18.8179
H -9.0243 -4.7366 18.2880
C -8.2761 -2.5296 24.6000
C -8.4451 -3.2695 23.2404
C -7.1339 -3.0524 22.4068
O -7.4121 -3.6557 21.1046
C -6.2484 -3.7771 20.3432
N -8.6679 -4.6518 23.6405
H -8.0720 -1.4852 24.3638
H -7.3942 -2.9013 25.1217
H -9.0401 -2.5092 25.3772
H -9.2806 -2.7570 22.7636
H -6.2844 -3.5164 22.9079
H -6.8718 -2.0058 22.2516
H -5.8808 -2.8485 19.9066
H -6.5933 -4.3599 19.4892
H -5.3955 -4.3154 20.7568
H -9.5591 -4.6215 24.1149
H -7.9814 -4.6450 24.3812
C -11.1882 -10.4252 20.4887
C -10.7007 -9.1385 21.1574
C -9.8275 -9.2768 22.3743
O -9.7370 -8.0274 23.0174
C -9.0307 -8.0451 24.2235
N -10.1081 -8.2100 20.2390
H -10.4170 -11.0400 20.0245
H -11.9690 -10.1490 19.7801
H -11.6369 -11.0801 21.2356
H -11.5413 -8.5304 21.4917
H -8.8075 -9.6261 22.2137
H -10.2522 -10.0472 23.0179
H -8.0378 -8.4738 24.0875
H -9.5505 -8.5680 25.0263
H -8.7196 -7.0469 24.5315
H -10.7463 -8.0528 19.4721
H -9.2341 -8.6019 19.9185
C -11.5374 -7.6390 15.1088
C -11.4773 -6.6639 16.2876
C -12.8197 -6.0477 16.6009
O -13.0011 -4.8600 15.8186
C -14.2136 -4.1065 16.0347
N -11.0023 -7.4273 17.4653
H -12.0750 -7.1837 14.2771
H -11.9579 -8.6018 15.3993
H -10.5574 -7.8432 14.6775
H -10.7171 -5.8831 16.3122
H -12.8944 -5.8001 17.6598
H -13.5740 -6.8273 16.4945
H -15.2262 -4.4812 15.8850
H -14.2327 -3.0936 15.6324
H -14.1577 -3.8683 17.0969
H -10.1146 -7.8343 17.2076
H -11.5773 -8.2522 17.3705
C -6.8538 -2.8747 15.6327
C -7.9852 -3.9253 15.4523
C -7.6983 -4.8737 14.2497
O -8.8751 -5.5889 13.8750
C -8.6206 -6.5450 12.8711
N -7.9543 -4.6737 16.7049
H -5.8750 -3.2542 15.9259
H -7.1249 -2.0360 16.2739
H -6.6677 -2.3917 14.6734
H -8.9475 -3.4234 15.3510
H -6.8972 -5.5663 14.5077
H -7.3749 -4.2486 13.4174
H -7.8274 -7.2569 13.0992
H -8.1828 -6.0473 12.0058
H -9.5351 -7.0782 12.6112
H -8.5713 -5.4733 16.7054
H -7.0964 -5.1927 16.8267
C -8.8133 -9.9018 15.3707
C -7.9258 -9.7217 16.6596
C -6.4058 -9.9611 16.5301
O -5.9534 -9.2308 15.3647
C -4.8178 -9.7675 14.7260
N -8.1415 -8.3224 16.9532
H -8.7297 -9.2122 14.5308
H -9.8517 -9.8011 15.6866
H -8.7521 -10.9409 15.0473
H -8.3286 -10.3920 17.4189
H -6.2297 -11.0264 16.3809
H -5.8109 -9.8073 17.4305
H -4.8412 -10.7170 14.1911
H -4.0014 -9.9218 15.4315
H -4.6320 -9.0475 13.9290
H -7.4581 -7.8926 16.3463
H -7.7026 -8.0943 17.8339
C -3.6123 -6.4310 16.0490
C -4.3594 -6.4937 17.3872
C -4.0684 -5.4113 18.3935
O -2.6683 -5.5086 18.7969
C -2.2373 -4.4773 19.6343
N -5.7914 -6.4926 17.0831
H -2.5685 -6.7074 16.1977
H -3.7217 -5.4436 15.6006
H -4.0205 -7.1479 15.3366
H -4.1447 -7.4635 17.8361
H -4.6748 -5.5916 19.2811
H -4.2783 -4.4198 17.9922
H -1.1526 -4.3758 19.6008
H -2.4648 -4.7905 20.6533
H -2.6733 -3.4856 19.5141
H -6.2461 -6.9121 17.8814
H -5.9894 -7.2465 16.4408
C -6.9221 -10.1677 26.6088
C -6.3060 -8.7940 26.9128
C -5.2642 -8.7971 28.0604
O -5.8784 -8.9100 29.3963
C -6.5311 -7.7942 29.9481
N -5.7237 -8.3198 25.6489
H -7.4442 -10.5370 27.4915
H -6.1397 -10.9053 26.4301
H -7.5975 -10.1331 25.7540
H -7.0434 -8.0566 27.2300
H -4.5932 -7.9385 28.0352
H -4.5504 -9.6158 27.9697
H -5.8429 -6.9642 30.1087
H -6.8797 -8.2177 30.8900
H -7.3831 -7.4656 29.3529
H -6.3908 -8.5194 24.9173
H -4.9702 -8.9568 25.4329
*
```

Values from the calculation:
* DFT total energy: -99612.0079 eV
* orbital gap: 5.385 eV
* highest occupied orbital energy: -9.81 eV

Record 2
10 unconnected molecules or ions with the total composition H21O10. Source: OMol25; level of theory: ωB97M-V/def2-TZVPD.

```
! wB97M-V def2-TZVPD RIJCOSX def2/J DEFGRID3
* xyz 1 1
O -2.3423 -2.6189 -0.4440
H -2.2124 -3.3995 -0.9911
H -2.8785 -2.7899 0.3319
O 1.7218 1.3275 -0.7705
H 1.2828 0.7274 -1.3748
H 1.6838 2.2279 -1.1235
O 1.3075 -1.2177 1.7792
H 2.1973 -0.9946 1.4931
H 0.9562 -0.3708 2.1458
O -0.8041 0.7042 1.3455
H -1.7667 0.6180 1.4071
H -0.6630 1.3171 0.6197
O -3.7123 0.5438 1.3359
H -4.2901 -0.0459 1.8404
H -4.2055 0.5241 0.5017
O 0.2519 -1.8550 -0.2945
H -0.6700 -2.1406 -0.0851
H 0.1252 -1.4309 -1.1777
O 3.3404 -0.7247 0.2353
H 3.6412 -1.3503 -0.4285
H 2.9153 0.0317 -0.2164
O 1.4132 1.3064 2.6717
H 1.8469 0.8367 3.3944
H 0.8353 1.9665 3.0571
O -0.9832 -0.3402 -2.0850
H -1.7678 0.1526 -1.8435
O 0.8885 2.7638 -2.7647
H 0.0144 2.6327 -3.1329
H 0.8582 -1.5011 0.8130
H -0.5197 -0.0208 -2.8628
H 1.5357 3.1202 -3.3772
*
```

Values from the calculation:
* DFT total energy: -20810.4189 eV
* energy above the lowest of the compared OMol25 structures with the same formula, charge and spin: 0.409 eV
* orbital gap: 11.111 eV
* highest occupied orbital energy: -14.09 eV

Record 3
A molecular structure, C11H12CeN2O4Se. Source: OMol25; level of theory: ωB97M-V/def2-TZVPD.

```
! wB97M-V def2-TZVPD RIJCOSX def2/J DEFGRID3
* xyz 3 2
Ce -1.6352 -2.1408 -1.6313
O 2.1610 -3.1481 -1.6102
C 1.0357 -2.8935 -1.6405
C -1.8609 0.2085 -0.1864
O -2.1392 1.1854 0.3785
C -1.0101 -2.5290 0.9666
O -0.7455 -2.6831 2.0879
C -0.3171 -0.1390 -2.8438
O 0.2338 0.7173 -3.4207
C -2.5998 -3.8743 -2.9451
H -2.0280 -3.7498 -3.9117
H -2.3053 -4.7642 -2.3159
C -3.6403 -2.9801 -2.5600
H -4.3059 -3.1741 -1.6667
H -4.0266 -2.1723 -3.2521
C 1.2451 0.3226 3.3742
N 1.2395 1.4470 2.4432
C 1.1741 2.7792 2.7924
C 1.3657 3.5117 1.6627
N 1.5622 2.6273 0.6420
C 1.9115 3.0472 -0.6948
C 1.3378 1.3451 1.0839
Se 1.2920 -0.1995 0.0915
H 2.2180 -0.1895 3.4453
H 0.4478 -0.3918 3.1297
H 1.0693 0.7813 4.3454
H 0.9453 3.0601 3.7876
H 1.3414 4.5615 1.4829
H 1.0804 3.6027 -1.1330
H 2.7939 3.6862 -0.6642
H 2.1595 2.1460 -1.2375
*
```

Values from the calculation:
* DFT total energy: -101013.4775 eV
* orbital gap (spin up / spin down): 3.890 / 3.550 eV
* highest occupied orbital energy (spin up / spin down): -17.16 / -16.93 eV

What is the DFT total energy in the first record?
-99612.0079 eV